ORCA calculation (wB97M-V/def2-TZVPD) on C5H12N2 as an isolated structure in a non-equilibrium geometry.

The geometry in XYZ format:
```
19
Properties=species:S:1:pos:R:3
C -1.13 0.04 -0.08
C -1.80 -1.09 0.69
C 1.71 1.29 0.46
C 1.18 -0.06 -0.02
N -2.09 0.92 -0.63
N 2.20 -1.00 -0.11
C 0.06 -0.21 -0.85
H -0.19 0.30 0.95
H -1.76 1.56 -1.33
H -3.02 0.56 -0.80
H 3.16 -0.70 -0.12
H 2.02 -1.82 -0.66
H 0.06 -0.58 -1.87
H -2.48 -0.70 1.45
H -1.06 -1.71 1.18
H -2.38 -1.71 0.00
H 0.90 1.93 0.80
H 2.24 1.79 -0.36
H 2.40 1.18 1.30
```

As for the net charge: 0. As for the energy relative to the best compared isomer or geometry (same formula, charge and spin): 336.1 kJ/mol.

---

ORCA calculation (wB97M-V/def2-TZVPD) on C3H3LuO2 as an isolated structure in a non-equilibrium geometry.

The geometry in XYZ format:
```
9
Properties=species:S:1:pos:R:3
C -2.16 0.44 -0.32
C -1.00 1.06 -0.04
H -2.19 -0.50 -0.87
H -1.10 1.97 0.57
H -3.13 0.83 0.02
O 1.85 -0.92 0.40
C 2.80 -1.55 0.72
O 3.82 -2.07 0.69
Lu 1.11 0.74 -1.16
```

As for the net charge: +2. As for the energy relative to the best compared isomer or geometry (same formula, charge and spin): 164.3 kJ/mol.

---

ORCA calculation (wB97M-V/def2-TZVPD) on a 6-piece molecular cluster, C13H25Br6N3O overall in a non-equilibrium geometry.

The geometry in XYZ format:
```
48
Properties=species:S:1:pos:R:3
C -2.05 -1.84 -0.20
N -1.37 -2.30 -1.39
C -2.05 -2.16 -2.67
C -0.20 -2.91 -1.32
O 0.45 -3.27 -2.30
H -1.92 -0.77 -0.08
H -1.63 -2.40 0.67
H -3.18 -2.07 -0.13
H -3.03 -1.74 -2.48
H -1.48 -1.37 -3.24
H -2.18 -3.03 -3.26
H 0.13 -3.07 -0.20
Br -1.23 5.86 0.65
C -2.95 5.07 0.18
C -2.98 4.98 -1.35
Br -1.57 3.77 -1.95
H -3.75 5.68 0.64
H -2.84 4.10 0.65
H -2.82 5.92 -1.82
H -3.93 4.56 -1.65
Br 0.47 -4.15 4.24
C -0.88 -2.75 4.12
C -2.19 -3.45 3.92
Br -3.72 -2.19 3.57
H -0.57 -2.10 3.25
H -0.83 -2.28 5.06
H -2.52 -3.85 4.90
H -2.23 -4.21 3.11
Br 4.39 1.61 -1.84
C 4.33 0.40 -0.35
C 4.83 1.15 0.84
Br 4.90 0.06 2.44
H 4.85 -0.51 -0.71
H 3.24 0.24 -0.33
H 4.28 2.04 1.01
H 5.90 1.43 0.59
C 2.16 -0.99 -3.67
C 1.46 0.04 -2.94
N 0.91 0.91 -2.48
H 2.00 -0.72 -4.73
H 1.67 -1.94 -3.53
H 3.23 -1.14 -3.53
C 1.00 2.05 1.29
C 0.43 0.68 1.43
N 0.06 -0.41 1.65
H 2.11 2.07 1.58
H 0.43 2.52 2.08
H 0.85 2.47 0.26
```

As for the net charge: 0. As for the electronic energy: -16193.888793 hartree. As for the SMILES: CN(C)C=O.BrCCBr.BrCCBr.BrCCBr.CC#N.CC#N.